Record 1
The following is a quantum chemistry calculation of C29H60Br6O21S5 as an isolated structure at a distorted geometry, from OMol25.

Structure (ORCA input):
```
! RIJCOSX wB97M-V def2-TZVPD def2/J DEFGRID3
* xyz 0 1
O -0.45 -0.02 -3.72
C -0.18 -1.17 -3.89
O 1.12 -1.57 -4.00
C 1.20 -2.97 -4.27
C -0.20 -3.38 -4.71
C -1.07 -2.36 -3.99
H 1.52 -3.52 -3.39
H 1.90 -3.12 -5.09
H -0.52 -4.36 -4.35
H -0.34 -3.42 -5.79
H -1.41 -2.72 -3.02
H -1.98 -2.12 -4.55
O 5.35 -0.93 -1.65
C 4.57 -1.67 -1.13
O 4.47 -1.81 0.20
C 3.42 -2.73 0.57
C 3.35 -3.61 -0.67
C 3.58 -2.61 -1.78
H 2.49 -2.25 0.87
H 3.68 -3.30 1.45
H 2.37 -4.08 -0.77
H 4.14 -4.36 -0.63
H 2.62 -2.18 -2.06
H 3.96 -3.09 -2.69
O -3.33 -2.64 3.95
C -3.78 -1.56 3.66
O -5.11 -1.41 3.55
C -5.49 -0.26 2.79
C -4.16 0.50 2.56
C -3.03 -0.30 3.21
H -6.20 0.31 3.39
H -6.05 -0.55 1.90
H -4.36 1.52 2.88
H -4.00 0.58 1.48
H -2.56 0.21 4.06
H -2.24 -0.58 2.51
O 0.84 -1.01 -0.73
S 0.35 0.05 0.14
O -0.14 -0.15 1.49
O 1.54 1.09 0.33
C 2.12 1.70 -0.83
C 3.54 2.07 -0.50
C -0.86 1.08 -0.76
H 1.58 2.62 -1.11
H 2.05 1.09 -1.74
H 4.06 2.35 -1.43
H 4.17 1.27 -0.10
H 3.62 2.94 0.14
H -0.43 1.40 -1.70
H -1.18 1.92 -0.15
H -1.71 0.43 -0.94
O 2.84 3.31 -3.95
S 3.29 2.33 -4.93
O 2.44 2.09 -6.06
O 4.82 2.68 -5.35
C 5.08 3.13 -6.70
C 6.40 3.84 -6.76
C 3.57 0.75 -4.14
H 4.29 3.78 -7.06
H 5.12 2.21 -7.29
H 7.31 3.34 -6.41
H 6.35 4.79 -6.22
H 6.55 4.07 -7.82
H 4.18 0.90 -3.24
H 4.02 0.15 -4.92
H 2.63 0.37 -3.75
O 2.09 -3.64 3.15
S 0.69 -3.89 3.01
O -0.31 -3.26 3.82
O 0.35 -3.52 1.48
C -1.02 -3.50 1.05
C -1.13 -3.90 -0.41
C 0.37 -5.70 2.88
H -1.54 -2.55 1.20
H -1.46 -4.29 1.67
H -0.57 -3.25 -1.08
H -2.19 -3.83 -0.66
H -0.85 -4.93 -0.63
H 1.07 -5.97 2.08
H -0.63 -5.97 2.58
H 0.72 -6.18 3.79
O -6.50 1.02 -0.29
S -5.53 1.99 -0.72
O -4.15 1.61 -0.81
O -6.01 2.68 -2.13
C -7.40 2.59 -2.42
C -7.68 2.91 -3.86
C -5.69 3.40 0.36
H -7.92 3.31 -1.77
H -7.88 1.65 -2.13
H -6.96 3.60 -4.30
H -8.67 3.36 -3.98
H -7.69 2.05 -4.53
H -5.06 4.22 0.01
H -5.52 3.21 1.41
H -6.75 3.67 0.33
O 0.82 -1.85 7.65
S -0.15 -0.80 7.45
O -0.51 0.05 8.54
O 0.33 0.18 6.26
C 0.66 -0.41 5.00
C 1.71 0.45 4.29
C -1.63 -1.51 6.72
H -0.27 -0.50 4.43
H 0.98 -1.45 5.08
H 1.95 -0.10 3.38
H 2.57 0.54 4.95
H 1.34 1.43 4.00
H -2.15 -2.10 7.47
H -1.35 -2.14 5.87
H -2.25 -0.69 6.38
C 5.25 3.90 3.61
Br 4.69 2.05 3.74
Br 4.73 4.96 5.19
Br 4.42 4.65 2.05
H 6.32 4.03 3.57
C -1.03 4.78 2.05
Br 0.57 3.77 2.51
Br -1.63 5.82 3.61
Br -2.43 3.52 1.53
H -0.84 5.45 1.22
*
```

The orbital gap is 9.760 eV. The HOMO energy is -10.005 eV.


Record 2
The following is a quantum chemistry calculation of C29H60I2O2Si2 as an isolated structure at a distorted geometry, from OMol25.

Structure (ORCA input):
```
! RIJCOSX wB97M-V def2-TZVPD def2/J DEFGRID3
* xyz 0 1
C 5.31 -2.51 1.26
C 4.91 -4.00 0.82
C 4.42 -3.97 -0.72
C 2.97 -3.27 -0.72
C 2.00 -4.16 -1.66
C 1.06 -5.02 -0.70
C -0.25 -4.15 -0.41
C -1.36 -5.12 0.25
C -2.74 -5.03 -0.54
C -3.88 -4.51 0.46
C -3.54 -3.02 0.97
C -4.87 -2.12 1.17
C -4.71 -0.75 0.36
C -5.75 0.31 0.93
C -5.93 1.60 -0.03
C -4.99 2.81 0.47
C -3.48 2.41 0.06
C -2.59 3.68 -0.38
Si -0.79 3.58 0.34
O -0.36 1.91 0.27
Si 1.22 1.56 0.84
C 2.62 2.03 -0.42
C 3.69 0.81 -0.44
C 3.99 0.37 -1.96
O 4.89 1.12 0.30
C 1.67 2.31 2.53
I 2.31 4.40 2.80
C 1.63 1.56 3.73
C 2.06 2.20 5.14
I 1.06 -0.54 3.83
C 0.28 4.75 -0.71
C 0.09 6.23 -0.07
C -0.19 4.89 -2.24
C 0.01 3.58 -3.11
C 1.52 3.50 -3.66
H 6.38 -2.47 1.64
H 4.63 -2.21 2.13
H 5.12 -1.79 0.42
H 5.77 -4.75 0.92
H 4.06 -4.37 1.49
H 5.17 -3.43 -1.38
H 4.35 -5.07 -1.03
H 3.02 -2.19 -1.06
H 2.56 -3.26 0.35
H 1.42 -3.49 -2.37
H 2.60 -4.87 -2.31
H 1.57 -5.21 0.31
H 0.83 -6.05 -1.12
H -0.61 -3.66 -1.37
H 0.01 -3.34 0.34
H -1.48 -4.78 1.33
H -0.96 -6.18 0.28
H -2.68 -4.27 -1.38
H -3.00 -6.06 -0.94
H -4.89 -4.47 -0.08
H -3.94 -5.17 1.39
H -2.87 -2.48 0.22
H -3.02 -3.08 1.98
H -5.78 -2.72 0.86
H -4.97 -1.87 2.27
H -3.65 -0.38 0.54
H -4.93 -0.93 -0.74
H -6.74 -0.23 1.10
H -5.38 0.64 1.95
H -5.69 1.28 -1.09
H -7.02 1.92 0.10
H -5.31 3.81 0.04
H -5.05 2.78 1.60
H -3.60 1.73 -0.85
H -2.95 1.82 0.87
H -2.58 3.64 -1.53
H -3.08 4.67 -0.12
H -0.93 4.01 1.75
H 1.30 0.08 0.94
H 2.12 2.01 -1.44
H 3.12 3.01 -0.15
H 3.26 -0.13 0.05
H 4.47 1.20 -2.56
H 2.97 0.05 -2.38
H 4.60 -0.58 -1.90
H 5.52 1.62 -0.25
H 3.19 2.29 5.23
H 1.52 3.17 5.36
H 1.76 1.48 5.97
H 1.39 4.55 -0.69
H -0.79 6.78 -0.55
H -0.19 6.12 1.03
H 1.05 6.83 -0.22
H 0.45 5.71 -2.73
H -1.26 5.27 -2.33
H -0.65 3.67 -4.04
H -0.34 2.63 -2.59
H 1.84 2.41 -3.60
H 1.65 3.88 -4.71
H 2.17 4.05 -2.90
*
```

The orbital gap is 8.582 eV. The HOMO energy is -8.934 eV.